Entry 1:
{"formula": "C10H38F4HgN2O17S4", "method": "ωB97M-V/def2-TZVPD", "symbols": ["Hg", "N", "S", "O", "O", "F", "S", "O", "O", "F", "N", "S", "O", "O", "F", "S", "O", "O", "F", "C", "O", "H", "H", "H", "H", "C", "O", "H", "H", "H", "H", "C", "O", "H", "H", "H", "H", "C", "O", "H", "H", "H", "H", "O", "H", "H", "O", "H", "H", "C", "C", "O", "H", "H", "H", "H", "H", "H", "C", "C", "O", "H", "H", "H", "H", "H", "H", "C", "C", "O", "H", "H", "H", "H", "H", "H"], "xyz": [[-24.169, -28.903, -13.959], [-22.339, -29.392, -12.842], [-20.919, -29.104, -13.247], [-20.196, -30.127, -14.001], [-20.246, -28.039, -12.528], [-21.466, -28.276, -14.506], [-21.777, -30.293, -11.461], [-21.361, -29.516, -10.247], [-21.205, -31.610, -11.638], [-23.248, -30.777, -10.961], [-23.702, -29.514, -15.992], [-23.718, -28.986, -17.410], [-24.853, -29.438, -18.231], [-22.446, -28.715, -18.025], [-24.159, -27.504, -16.943], [-23.231, -31.069, -16.591], [-22.041, -31.232, -17.459], [-24.436, -31.920, -16.884], [-22.615, -31.570, -15.179], [-21.100, -25.515, -17.103], [-19.746, -25.306, -17.182], [-21.617, -25.018, -16.281], [-21.662, -25.339, -18.020], [-21.097, -26.594, -16.952], [-19.452, -25.588, -18.051], [-18.956, -29.754, -8.426], [-18.099, -29.422, -7.355], [-19.969, -30.001, -8.109], [-19.086, -28.925, -9.122], [-18.508, -30.635, -8.885], [-17.577, -28.674, -7.653], [-19.578, -34.809, -11.428], [-19.008, -33.563, -11.642], [-20.431, -35.000, -12.079], [-18.952, -35.699, -11.496], [-19.948, -34.907, -10.407], [-19.756, -32.981, -11.797], [-22.979, -26.508, -10.348], [-23.867, -25.404, -10.621], [-22.956, -27.088, -11.271], [-21.964, -26.223, -10.072], [-23.395, -27.147, -9.569], [-24.688, -25.761, -10.968], [-25.030, -31.109, -13.235], [-25.765, -31.183, -12.627], [-24.767, -32.013, -13.406], [-20.021, -25.236, -13.132], [-20.024, -26.011, -12.569], [-19.284, -25.375, -13.726], [-19.085, -28.882, -16.993], [-18.064, -29.625, -16.221], [-16.769, -29.493, -16.719], [-20.069, -29.163, -16.617], [-19.022, -29.135, -18.051], [-18.937, -27.802, -17.000], [-18.260, -30.691, -16.101], [-18.054, -29.229, -15.206], [-16.797, -29.956, -17.559], [-25.518, -28.962, -8.700], [-26.768, -29.189, -7.856], [-27.615, -29.949, -8.677], [-25.570, -28.183, -9.460], [-25.218, -29.849, -9.258], [-24.678, -28.689, -8.062], [-27.246, -28.265, -7.531], [-26.573, -29.843, -7.007], [-28.504, -29.585, -8.699], [-24.242, -33.721, -11.463], [-23.756, -33.877, -12.920], [-24.753, -33.658, -13.906], [-24.690, -32.745, -11.272], [-23.517, -33.886, -10.665], [-25.073, -34.413, -11.330], [-23.265, -34.834, -13.096], [-22.976, -33.126, -13.050], [-25.018, -34.510, -14.259]], "multiplicity": 2, "orbital_gap_ev": [7.21, 7.30], "charge": -1}

---

Entry 2:
{"formula": "C10H39FeO10", "method": "ωB97M-V/def2-TZVPD", "symbols": ["Fe", "C", "C", "O", "H", "H", "H", "H", "H", "C", "C", "O", "H", "H", "H", "H", "H", "H", "C", "C", "O", "H", "H", "H", "H", "H", "H", "C", "C", "O", "H", "H", "H", "H", "H", "H", "C", "C", "O", "H", "H", "H", "H", "H", "H", "O", "H", "H", "O", "H", "H", "O", "H", "H", "O", "H", "H", "O", "H", "H"], "xyz": [[-3.002, 1.192, 2.052], [-0.398, -1.068, 0.640], [-0.876, 0.113, -0.193], [-1.811, 0.921, 0.480], [0.217, -1.723, 0.028], [-1.222, -1.714, 0.978], [0.041, -0.751, 1.586], [-1.268, -0.223, -1.157], [-0.027, 0.775, -0.389], [2.664, 3.054, 2.705], [1.781, 1.822, 2.885], [2.551, 0.635, 2.714], [3.535, 3.123, 3.356], [2.101, 3.979, 2.849], [3.038, 3.115, 1.681], [1.003, 1.923, 2.113], [1.214, 1.875, 3.824], [1.966, -0.079, 3.024], [1.870, -1.599, -3.447], [2.600, -2.214, -2.245], [3.873, -1.688, -2.022], [2.482, -1.670, -4.345], [1.646, -0.536, -3.316], [0.899, -2.073, -3.607], [2.649, -3.292, -2.419], [1.999, -2.021, -1.352], [3.894, -1.138, -1.220], [-2.118, -4.459, -1.373], [-2.968, -3.365, -1.982], [-3.111, -2.229, -1.099], [-2.329, -5.420, -1.837], [-2.419, -4.576, -0.326], [-1.064, -4.185, -1.417], [-3.970, -3.694, -2.245], [-2.479, -2.968, -2.875], [-2.335, -2.188, -0.528], [0.408, 5.345, -2.290], [0.360, 4.205, -1.296], [-0.628, 3.273, -1.738], [1.278, 5.989, -2.141], [-0.431, 6.017, -2.099], [0.411, 5.017, -3.328], [-0.086, 4.598, -0.371], [1.347, 3.754, -1.143], [-0.857, 2.710, -0.992], [-3.524, -1.027, 1.913], [-3.622, -1.474, 1.050], [-3.108, -1.680, 2.486], [3.206, -0.001, 0.072], [2.758, -0.015, 0.945], [2.861, 0.782, -0.371], [-1.666, 0.371, 3.440], [-1.498, -0.553, 3.664], [-1.288, 0.881, 4.173], [1.841, -2.018, 3.369], [1.607, -1.880, 4.297], [1.377, -2.825, 3.112], [-4.160, 0.385, -1.532], [-3.487, 0.980, -1.190], [-3.725, -0.490, -1.550]], "multiplicity": 5, "orbital_gap_ev": [5.73, 5.66], "charge": 1}

---

Entry 3:
{"formula": "C10H3Cl4F6N2O6S2TeY", "method": "ωB97M-V/def2-TZVPD", "symbols": ["Y", "Cl", "C", "C", "Cl", "C", "Cl", "C", "O", "C", "O", "C", "Cl", "Te", "C", "C", "N", "H", "H", "H", "F", "C", "F", "F", "S", "O", "O", "N", "S", "O", "O", "C", "F", "F", "F"], "xyz": [[-0.545, -0.705, 0.956], [5.238, 2.274, 3.552], [4.132, 1.126, 2.857], [4.582, -0.114, 2.447], [6.254, -0.545, 2.622], [3.677, -1.028, 1.885], [4.208, -2.595, 1.362], [2.333, -0.717, 1.732], [1.441, -1.529, 1.215], [1.859, 0.568, 2.166], [0.587, 0.815, 2.024], [2.777, 1.460, 2.715], [2.187, 3.009, 3.233], [-2.734, -1.444, 2.638], [-3.562, -3.113, -0.569], [-2.126, -2.903, -0.591], [-0.988, -2.734, -0.648], [-3.799, -4.074, -1.029], [-4.042, -2.300, -1.112], [-3.867, -3.069, 0.481], [-0.027, 3.479, 0.697], [-0.929, 2.906, -0.079], [-1.636, 2.019, 0.626], [-1.767, 3.845, -0.532], [-0.095, 2.056, -1.499], [0.443, 0.853, -0.897], [0.810, 3.016, -2.037], [-1.258, 1.790, -2.532], [-2.220, 0.551, -2.412], [-2.219, -0.090, -1.118], [-3.483, 0.825, -3.022], [-1.442, -0.673, -3.560], [-2.161, -1.804, -3.559], [-1.428, -0.194, -4.809], [-0.197, -0.957, -3.200]], "e_above_lowest_kj_mol": 29.5, "orbital_gap_ev": 5.11, "charge": -2}

---

Entry 4:
{"formula": "C10H3Cl5N5O3Pt", "method": "ωB97M-V/def2-TZVPD", "symbols": ["Pt", "N", "N", "C", "O", "O", "H", "H", "H", "Cl", "C", "C", "C", "Cl", "C", "Cl", "C", "Cl", "C", "Cl", "O", "N", "C", "C", "N", "C", "N"], "xyz": [[0.504, -0.511, 0.921], [-1.251, -0.960, 1.895], [-0.474, -0.616, 2.858], [0.144, 2.248, 1.004], [1.142, 2.838, 1.044], [-1.385, 0.825, -0.641], [-1.862, -0.108, 1.503], [-0.935, 1.199, 2.218], [-0.687, 0.323, 3.239], [-2.513, 1.150, -4.355], [-2.316, 1.490, -2.643], [-1.759, 0.431, -2.012], [-2.524, 2.327, 1.148], [-1.253, 1.362, 0.874], [-3.363, 3.077, 0.462], [-4.602, 3.844, 1.402], [-3.343, 3.421, -1.033], [-4.213, 4.950, -1.246], [-2.863, 2.840, -2.171], [-3.003, 3.886, -3.586], [2.279, -0.834, -0.219], [2.077, -1.846, 0.579], [3.066, -2.472, 1.148], [4.433, -2.213, 0.803], [5.533, -2.013, 0.539], [2.764, -3.489, 2.107], [2.567, -4.310, 2.886]], "e_above_lowest_kj_mol": 2476.6, "orbital_gap_ev": [5.65, 5.64], "charge": -1}

---

Entry 5:
{"formula": "C10H3F9LiN3O7", "method": "ωB97M-V/def2-TZVPD", "symbols": ["Li", "O", "C", "O", "C", "C", "N", "N", "C", "C", "O", "O", "H", "H", "H", "O", "C", "O", "N", "F", "C", "F", "F", "C", "O", "C", "F", "F", "F", "C", "F", "F", "F"], "xyz": [[0.738, -0.853, 1.033], [-4.996, -1.779, 3.858], [-3.649, -1.895, 3.785], [-3.036, -2.476, 4.625], [-3.012, -1.208, 2.632], [-3.463, -0.097, 1.944], [-2.498, 0.262, 1.088], [-1.430, -0.552, 1.165], [-1.727, -1.451, 2.095], [-0.710, -2.580, 2.312], [-1.164, -3.688, 2.520], [0.474, -2.158, 2.161], [-5.369, -1.321, 3.100], [-4.372, 0.476, 2.031], [-2.485, 1.028, 0.442], [1.681, 1.223, -2.360], [1.082, 0.777, -1.445], [-0.977, 1.683, -1.361], [0.008, 1.354, -0.793], [3.467, 1.217, 0.275], [3.971, 0.440, -0.695], [4.266, 1.209, -1.730], [5.114, -0.080, -0.249], [2.918, -0.698, -0.993], [1.609, -0.258, -0.653], [2.961, -1.293, -2.457], [1.723, -1.669, -2.792], [3.739, -2.376, -2.493], [3.408, -0.453, -3.377], [3.144, -1.860, 0.032], [4.316, -2.460, -0.057], [3.025, -1.344, 1.266], [2.183, -2.766, -0.139]], "e_above_lowest_kj_mol": 14.0, "orbital_gap_ev": [5.64, 5.63]}

---

Entry 6:
{"formula": "C10H40F2N21O14S2Sn", "method": "ωB97M-V/def2-TZVPD", "symbols": ["Sn", "N", "S", "O", "O", "F", "S", "O", "O", "F", "C", "O", "N", "N", "H", "H", "H", "H", "C", "O", "N", "N", "H", "H", "H", "H", "C", "O", "N", "N", "H", "H", "H", "H", "C", "O", "N", "N", "H", "H", "H", "H", "C", "O", "N", "N", "H", "H", "H", "H", "C", "O", "N", "N", "H", "H", "H", "H", "C", "O", "N", "N", "H", "H", "H", "H", "C", "O", "N", "N", "H", "H", "H", "H", "C", "O", "N", "N", "H", "H", "H", "H", "C", "O", "N", "N", "H", "H", "H", "H"], "xyz": [[-5.088, 2.304, -3.312], [-0.760, 0.652, -2.091], [-0.208, 0.484, -0.711], [0.070, 1.741, -0.098], [0.632, -0.684, -0.507], [-1.658, 0.152, -0.110], [0.764, 0.995, -2.752], [1.529, -0.166, -3.103], [1.470, 2.178, -2.248], [0.144, 1.487, -4.152], [-4.415, 3.223, 5.679], [-4.523, 4.380, 5.435], [-4.630, 2.354, 4.784], [-3.976, 2.924, 6.861], [-4.490, 1.411, 5.118], [-4.994, 2.493, 3.852], [-3.708, 3.764, 7.352], [-3.904, 1.982, 7.220], [5.915, 4.531, 0.834], [6.678, 5.288, 1.329], [6.108, 3.228, 0.769], [4.874, 4.915, 0.124], [6.954, 2.735, 1.019], [5.530, 2.684, 0.144], [4.323, 4.268, -0.422], [4.788, 5.884, -0.150], [-0.864, -2.231, 6.238], [-1.923, -1.700, 6.106], [-0.245, -2.977, 5.423], [-0.228, -2.138, 7.339], [-0.635, -2.990, 4.492], [0.616, -3.387, 5.757], [-0.637, -1.729, 8.166], [0.776, -2.134, 7.447], [6.396, -1.991, -1.435], [6.603, -0.870, -1.870], [6.914, -2.382, -0.326], [5.409, -2.763, -1.878], [7.560, -1.763, 0.143], [6.801, -3.344, -0.038], [4.677, -2.311, -2.408], [5.246, -3.627, -1.382], [-1.072, -6.451, 0.741], [-2.089, -5.988, 0.192], [-0.855, -7.662, 1.102], [-0.034, -5.775, 1.155], [-1.448, -8.460, 0.924], [0.101, -7.846, 1.372], [0.043, -4.802, 0.897], [0.726, -6.297, 1.569], [3.594, -3.309, -8.046], [4.603, -3.567, -8.605], [3.355, -3.624, -6.824], [2.542, -2.733, -8.569], [2.497, -3.332, -6.379], [4.239, -3.780, -6.362], [1.706, -2.423, -8.095], [2.918, -2.488, -9.474], [-2.346, -2.279, -6.364], [-2.866, -1.193, -6.498], [-2.294, -3.082, -7.371], [-1.787, -2.751, -5.244], [-2.869, -3.004, -8.197], [-1.780, -3.925, -7.159], [-1.645, -2.062, -4.519], [-1.410, -3.669, -5.057], [-1.347, 7.281, -1.693], [-2.290, 6.528, -1.735], [-0.140, 7.002, -1.370], [-1.385, 8.502, -1.981], [0.515, 7.756, -1.224], [0.075, 6.017, -1.311], [-0.511, 9.007, -1.994], [-2.274, 8.604, -2.449], [-7.612, -1.698, 0.756], [-7.487, -1.022, -0.248], [-6.639, -2.453, 1.228], [-8.568, -1.874, 1.570], [-5.746, -2.432, 0.756], [-6.785, -3.039, 2.038], [-8.479, -2.569, 2.297], [-9.443, -1.521, 1.208], [1.336, 3.962, 4.981], [1.657, 4.565, 5.955], [1.075, 4.476, 3.851], [1.441, 2.732, 4.830], [1.244, 5.471, 3.804], [1.004, 3.871, 3.045], [1.873, 2.230, 5.592], [0.766, 2.235, 4.268]], "e_above_lowest_kj_mol": 825.8, "orbital_gap_ev": 1.28, "charge": 1}

---

Entry 7:
{"formula": "C10H40N6O10", "method": "ωB97M-V/def2-TZVPD", "symbols": ["N", "C", "N", "O", "H", "H", "H", "H", "N", "C", "N", "O", "H", "H", "H", "H", "N", "C", "N", "O", "H", "H", "H", "H", "C", "O", "H", "H", "H", "H", "C", "O", "H", "H", "H", "H", "C", "O", "H", "H", "H", "H", "C", "O", "H", "H", "H", "H", "C", "O", "H", "H", "H", "H", "C", "O", "H", "H", "H", "H", "C", "O", "H", "H", "H", "H"], "xyz": [[-12.483, -16.194, 23.915], [-13.156, -16.052, 24.974], [-14.429, -15.933, 24.739], [-12.605, -16.054, 26.222], [-11.429, -16.266, 24.064], [-12.807, -15.883, 22.975], [-14.975, -15.959, 25.543], [-14.839, -15.879, 23.729], [-17.033, -10.499, 23.134], [-16.367, -10.687, 22.037], [-16.441, -11.877, 21.604], [-15.871, -9.624, 21.286], [-17.265, -9.517, 23.435], [-17.192, -11.268, 23.845], [-16.011, -12.212, 20.722], [-17.045, -12.545, 22.080], [-14.044, -13.542, 22.282], [-14.268, -14.720, 21.794], [-13.163, -15.312, 21.388], [-15.527, -15.279, 21.791], [-14.782, -12.949, 22.422], [-13.088, -13.178, 22.464], [-13.196, -16.289, 21.031], [-12.317, -14.800, 21.509], [-15.627, -12.592, 24.974], [-17.052, -12.445, 24.942], [-15.408, -13.638, 24.858], [-15.178, -12.259, 25.817], [-15.152, -12.033, 24.143], [-17.473, -13.053, 24.338], [-11.870, -12.719, 24.243], [-11.761, -12.262, 22.912], [-11.289, -12.148, 24.923], [-11.505, -13.778, 24.238], [-12.876, -12.796, 24.679], [-10.976, -11.720, 22.852], [-20.284, -10.737, 23.438], [-19.647, -10.767, 22.103], [-19.869, -9.890, 23.979], [-19.973, -11.502, 24.117], [-21.371, -10.603, 23.479], [-18.705, -10.773, 22.333], [-13.742, -9.586, 24.104], [-12.777, -8.808, 24.821], [-13.299, -10.458, 23.591], [-14.272, -8.981, 23.354], [-14.418, -10.020, 24.807], [-12.099, -8.560, 24.218], [-17.078, -9.050, 26.602], [-16.055, -8.370, 25.937], [-16.708, -10.025, 26.882], [-17.927, -9.237, 25.912], [-17.415, -8.456, 27.405], [-15.335, -8.185, 26.503], [-12.723, -11.989, 27.541], [-12.920, -10.642, 27.077], [-13.268, -12.688, 26.941], [-13.078, -12.163, 28.557], [-11.709, -12.333, 27.453], [-12.341, -10.410, 26.314], [-19.066, -14.133, 22.565], [-17.657, -13.953, 22.704], [-19.397, -14.983, 23.135], [-19.156, -14.304, 21.484], [-19.630, -13.261, 22.921], [-17.173, -14.654, 22.202]], "e_above_lowest_kj_mol": 471.9, "orbital_gap_ev": 8.53, "smiles": "NC(N)=O.NC(N)=O.NC(N)=O.CO.CO.CO.CO.CO.CO.CO"}

---

Entry 8:
{"formula": "C10H40O10", "method": "ωB97M-V/def2-TZVPD", "symbols": ["C", "O", "H", "H", "H", "H", "C", "O", "H", "H", "H", "H", "C", "O", "H", "H", "H", "H", "C", "O", "H", "H", "H", "H", "C", "O", "H", "H", "H", "H", "C", "O", "H", "H", "H", "H", "C", "O", "H", "H", "H", "H", "C", "O", "H", "H", "H", "H", "C", "O", "H", "H", "H", "H", "C", "O", "H", "H", "H", "H"], "xyz": [[-1.937, 0.524, -5.025], [-0.861, 1.441, -4.746], [-1.564, -0.192, -5.758], [-2.265, 0.029, -4.111], [-2.795, 1.020, -5.479], [-1.241, 2.209, -4.314], [4.619, 5.913, 2.202], [3.270, 6.361, 2.158], [5.202, 6.373, 1.404], [5.113, 6.128, 3.150], [4.683, 4.829, 2.106], [2.752, 5.880, 2.807], [2.889, -4.227, -4.423], [2.409, -5.355, -3.684], [3.395, -4.456, -5.361], [2.044, -3.560, -4.591], [3.652, -3.708, -3.843], [1.848, -5.080, -2.955], [1.969, 2.848, 5.557], [1.083, 3.923, 5.182], [1.865, 1.944, 4.957], [3.014, 3.112, 5.389], [1.761, 2.600, 6.597], [0.275, 3.479, 4.916], [-1.513, -4.453, -0.012], [-0.122, -4.487, -0.029], [-1.961, -5.440, -0.129], [-1.921, -4.124, 0.944], [-1.878, -3.827, -0.826], [0.197, -3.584, -0.097], [1.362, 1.923, -9.241], [2.010, 1.293, -8.100], [0.445, 2.392, -8.885], [1.988, 2.723, -9.637], [1.132, 1.231, -10.051], [1.336, 1.312, -7.417], [1.980, -5.641, 4.829], [2.036, -6.297, 6.094], [1.038, -5.107, 4.704], [2.839, -4.971, 4.839], [2.150, -6.385, 4.051], [2.938, -6.624, 6.135], [-4.276, 2.667, 4.855], [-3.190, 2.064, 4.200], [-5.064, 1.983, 5.171], [-3.935, 3.255, 5.707], [-4.735, 3.451, 4.252], [-3.541, 1.450, 3.551], [-6.162, 0.680, 0.181], [-5.132, -0.133, 0.671], [-6.670, 1.187, 1.002], [-5.695, 1.437, -0.450], [-6.883, 0.137, -0.431], [-5.624, -0.924, 0.903], [0.939, 0.112, 0.541], [1.213, -0.404, -0.727], [1.558, 1.004, 0.641], [-0.090, 0.445, 0.674], [1.141, -0.646, 1.298], [0.910, 0.266, -1.345]], "e_above_lowest_kj_mol": 514.7, "orbital_gap_ev": 10.10, "smiles": "CO.CO.CO.CO.CO.CO.CO.CO.CO.CO"}